Below is a structure of composition C4H4F4 in a non-equilibrium geometry, with properties calculated with wB97M-V/def2-TZVPD.

```
12
Properties=species:S:1:pos:R:3:forces:R:3
C 0.50058 -0.88362 -0.42701 -1.4 3.0 -0.4
C 1.23062 0.52407 -0.19482 2.9 -4.9 -4.7
C -0.57303 0.97917 0.55506 -7.1 -0.9 1.3
C -0.89108 -0.52316 0.15234 0.3 1.1 0.6
F 2.10277 0.49490 0.80136 -0.3 0.7 0.1
F -1.08186 1.89925 -0.29256 1.2 -0.4 -0.7
F -1.90872 -0.66829 -0.79911 1.2 0.5 1.0
F -1.27030 -1.29870 1.22191 0.3 0.7 -0.5
H 0.23631 -1.23038 -1.43524 0.9 0.7 -0.2
H 0.99572 -1.65112 0.05565 0.9 -1.5 1.4
H 1.41974 0.98979 -1.14376 1.0 1.0 0.2
H -0.76074 1.36809 1.50619 0.0 0.0 1.9
```
Forces are in eV/Å.

Results
- Kohn-Sham gap (spin up / spin down): 0.2587 / 0.3469 Ha
- 2S+1: 3
- Total charge: 0
- Molar mass: 128.07 g/mol
- LUMO level (spin up / spin down): 1.054 / -2.354 eV
- <S²>: 2.0052

Atom charges from the Löwdin analysis, given in e for atoms 1 to 2: -0.006, -0.173


Below is an isolated molecule of C4H4F5N in a non-equilibrium geometry, with properties calculated with wB97M-V/def2-TZVPD.

```
14
Properties=species:S:1:pos:R:3:forces:R:3
C 2.15622 -0.35045 -0.29795 -0.1 -0.9 -0.3
C 1.03303 -0.90096 0.13877 -3.1 2.6 0.3
C -0.54144 -0.24579 0.29447 2.7 0.0 -2.2
C -0.99931 0.53507 -1.00265 0.1 -0.1 0.5
N -0.60452 0.56692 1.49700 -0.9 0.8 0.2
F 0.94687 -2.08152 0.74285 0.5 -0.5 -0.1
F -2.01975 1.41324 -0.68307 0.5 -1.4 -0.6
F -0.04312 1.30596 -1.49682 0.6 0.5 -0.1
F -1.33363 -0.30172 -2.02906 -0.4 0.7 1.3
F -1.70025 0.08814 2.27800 0.1 -0.2 -0.1
H 2.99956 -1.07965 -0.26298 -0.3 1.2 -0.1
H 2.19447 0.66698 -0.75412 0.0 -1.3 0.5
H -1.11455 -1.16006 0.25453 -0.5 0.0 0.9
H -0.97358 1.54385 1.32105 0.8 -1.5 -0.2
```
Forces are in eV/Å.

Results
- Kohn-Sham gap: 0.4136 Ha
- 2S+1: 1
- Total charge: 0
- SMILES: C=C(F)[C@@H](NF)C(F)(F)F
- Molar mass: 161.07 g/mol
- LUMO level: 0.890 eV

Atom charges from the Löwdin analysis, given in e for atoms 1 to 2: 0.076, -0.275


Below is an isolated molecule of C4H4FN in a non-equilibrium geometry, with properties calculated with wB97M-V/def2-TZVPD.

```
10
Properties=species:S:1:pos:R:3:forces:R:3
C 0.76700 -0.73627 -0.29704 -3.1 0.3 -1.0
C -0.02838 0.22647 0.17693 0.5 0.8 0.7
C 2.09965 -0.55816 0.03846 2.8 -0.7 -0.7
C -1.51149 0.40597 0.05636 1.0 -1.3 0.4
N 3.23619 -0.41399 0.19571 -0.8 -0.1 0.2
F 0.59883 1.21871 0.88429 -0.9 -0.6 -0.2
H 0.25506 -1.40015 -1.06018 1.4 0.3 1.2
H -1.97322 -0.51527 0.53150 0.1 1.5 -0.5
H -1.68286 0.39884 -1.00667 -0.6 0.0 -0.4
H -1.76077 1.37386 0.48064 -0.4 -0.3 0.2
```
Forces are in eV/Å.

Results
- Kohn-Sham gap: 0.3889 Ha
- 2S+1: 1
- Total charge: 0
- SMILES: C/C(F)=C/C#N
- Molar mass: 85.08 g/mol
- LUMO level: 0.624 eV

Atom charges from the Löwdin analysis, given in e for atoms 1 to 2: -0.059, -0.318


Below is an isolated molecule of C4H4FN in a non-equilibrium geometry, with properties calculated with wB97M-V/def2-TZVPD.

```
10
Properties=species:S:1:pos:R:3:forces:R:3
C 0.08328 -0.54680 0.88004 -2.1 -2.0 1.7
C 0.96613 0.42500 0.54042 3.9 -1.2 -2.0
C 0.68035 0.75493 -0.78612 -3.5 -0.2 1.3
C -0.97230 -0.67209 0.00907 -0.5 0.1 2.5
H 1.99759 0.19986 0.88002 -0.5 1.3 0.1
H 1.08020 1.46498 -1.46775 0.3 0.2 -0.4
H -1.44565 0.51123 -1.47753 1.2 0.5 -0.8
H -2.02147 -0.98030 0.45018 2.1 0.5 -2.0
N -0.60206 0.17646 -1.01499 -0.7 0.2 -0.1
F 0.23394 -1.33327 1.98667 -0.2 0.6 -0.4
```
Forces are in eV/Å.

Results
- Kohn-Sham gap: 0.3464 Ha
- 2S+1: 1
- Total charge: 0
- SMILES: Fc1cc[nH]c1
- Molar mass: 85.08 g/mol
- LUMO level: 0.966 eV

Atom charges from the Löwdin analysis, given in e for atoms 1 to 2: -0.361, -0.053


Below is an isolated molecule of C4H4FNO in a non-equilibrium geometry, with properties calculated with wB97M-V/def2-TZVPD.

```
11
Properties=species:S:1:pos:R:3:forces:R:3
C 0.01671 0.91283 0.63032 -0.2 1.9 -1.2
C -0.08743 0.94835 -0.74708 0.3 1.0 0.3
C 0.22493 -0.29112 1.40446 -0.7 -2.3 0.6
C -0.20937 -0.13784 -1.78252 1.1 1.0 0.4
N -0.35890 -1.37116 0.97822 1.1 0.5 0.4
O -0.78454 -1.15692 -1.58130 -0.3 -0.8 -1.0
F 0.11802 -2.54929 1.62359 -0.2 1.2 0.3
H 0.02449 1.84967 1.30625 0.2 -1.3 -1.7
H -0.04366 1.85511 -1.41447 -0.2 -0.1 1.7
H 0.79713 -0.25096 2.36310 -0.2 -0.2 -1.0
H 0.30263 0.19132 -2.78057 -0.8 -0.8 1.1
```
Forces are in eV/Å.

Results
- Kohn-Sham gap: 0.3373 Ha
- 2S+1: 1
- Total charge: 0
- SMILES: O=C/C=C\C=N\F
- Molar mass: 101.08 g/mol
- LUMO level: -0.724 eV

Atom charges from the Löwdin analysis, given in e for atoms 1 to 2: -0.080, -0.042


Below is an isolated molecule of C4H4FNO in a non-equilibrium geometry, with properties calculated with wB97M-V/def2-TZVPD.

```
11
Properties=species:S:1:pos:R:3:forces:R:3
C -0.91377 -0.26276 1.55256 -3.3 0.9 2.0
C -1.86154 -0.03121 2.27833 -0.4 0.4 0.8
C -0.23684 1.43754 -0.91004 -1.5 -1.5 -1.9
C 0.04442 -0.47422 0.50489 1.9 -0.9 0.4
N -0.33557 0.10432 -0.79057 1.2 -1.6 3.0
O -0.63891 2.00571 -1.88324 0.1 1.4 -0.7
F -2.85189 0.27182 3.15569 2.4 -0.8 -2.1
H 0.15352 1.83957 -0.02114 0.8 1.3 1.3
H 0.97117 0.11473 0.84778 -0.8 -1.5 -0.5
H 0.17460 -1.65232 0.51211 0.4 2.5 -0.7
H -0.65804 -0.58256 -1.40374 -0.8 -0.2 -1.7
```
Forces are in eV/Å.

Results
- Kohn-Sham gap: 0.3963 Ha
- 2S+1: 1
- Total charge: 0
- SMILES: O=CNCC#CF
- Molar mass: 101.08 g/mol
- LUMO level: 0.605 eV

Atom charges from the Löwdin analysis, given in e for atoms 1 to 2: -0.056, -0.033


Below is a cluster of 2 separate species, C4H4FNOS in total in a non-equilibrium geometry, with properties calculated with wB97M-V/def2-TZVPD.

```
12
Properties=species:S:1:pos:R:3:forces:R:3
C 0.59925 -1.57253 0.04011 3.7 1.6 -0.7
C 1.67252 -0.32070 0.33466 -3.0 -5.0 -1.3
C 1.11992 0.84239 0.16195 1.3 3.1 0.3
C -0.34229 0.59448 -0.19863 -0.1 4.6 1.1
H -2.57405 -0.39480 0.70089 3.5 -1.9 -3.0
H 0.32998 -2.13827 0.95017 0.2 0.1 -0.7
H 1.09600 -2.23959 -0.85780 -1.7 1.6 2.3
H 1.87566 1.74711 0.33837 -2.6 -1.5 -0.8
N -0.43215 -0.67763 -0.31779 -5.9 -3.8 0.4
O -1.77364 -1.28448 -0.07844 -0.2 3.0 1.4
F 2.87553 -0.75913 0.34713 2.4 0.4 0.7
S -1.73060 1.72595 -0.21452 2.4 -2.3 0.3
```
Forces are in eV/Å.

Results
- Kohn-Sham gap: 0.3171 Ha
- 2S+1: 1
- Total charge: 0
- Molar mass: 133.15 g/mol
- LUMO level: -0.077 eV

Atom charges from the Löwdin analysis, given in e for atoms 1 to 2: -0.013, -0.295


Below is a structure of composition C4H4GaO2 in a non-equilibrium geometry, with properties calculated with wB97M-V/def2-TZVPD.

```
11
Properties=species:S:1:pos:R:3:forces:R:3
O -2.74670 1.63781 0.16566 1.9 -1.7 1.0
C -1.72475 0.94595 0.51420 -4.4 3.5 -1.9
C -0.54625 0.65880 0.39586 2.9 -1.8 0.5
C 0.77279 0.10404 0.48617 -0.2 0.7 1.5
C 1.02745 -1.33584 0.37119 -0.6 -1.7 1.6
H 1.52760 0.70658 0.99454 0.0 0.2 0.1
H 1.91610 -1.75874 0.83831 0.0 0.1 0.0
H 0.18334 -2.00600 0.20495 0.2 0.0 0.1
H -2.62289 1.89366 -0.79950 -0.8 0.1 0.5
Ga 0.87955 -0.36667 -2.41993 -0.2 0.0 -3.8
O 1.33376 -0.47959 -0.75145 1.3 0.6 0.5
```
Forces are in eV/Å.

Results
- Kohn-Sham gap (spin up / spin down): 0.2515 / 0.2917 Ha
- 2S+1: 1
- Total charge: +3
- Molar mass: 153.80 g/mol
- LUMO level (spin up / spin down): -19.210 / -18.039 eV

Atom charges from the Löwdin analysis, given in e for atoms 1 to 2: 0.368, 0.155


Below is a structure of composition C4H4HgO2 in a non-equilibrium geometry, with properties calculated with wB97M-V/def2-TZVPD.

```
11
Properties=species:S:1:pos:R:3:forces:R:3
H 2.43001 -0.39872 2.12910 0.1 -0.5 -0.4
O -2.16513 0.36324 -0.88316 0.0 4.6 -2.6
C -0.77645 0.72743 -0.63200 0.1 0.9 -0.4
C -0.23741 -0.42388 0.20808 5.5 2.6 0.7
C 0.99796 -0.44455 0.66530 -5.0 -0.8 -2.5
C 2.23385 -0.76536 1.08917 4.7 -0.4 0.2
O 3.24114 -1.22869 0.40912 -3.2 1.0 1.6
Hg -2.04835 -1.35770 0.11986 -2.2 -7.2 3.2
H -2.65415 1.00617 -1.40194 0.0 0.3 -0.2
H -0.75804 1.69219 -0.10232 0.1 -0.4 -0.1
H -0.26342 0.82986 -1.60122 -0.1 -0.2 0.4
```
Forces are in eV/Å.

Results
- Kohn-Sham gap (spin up / spin down): 0.2585 / 0.2342 Ha
- 2S+1: 1
- Total charge: 0
- Molar mass: 284.66 g/mol
- LUMO level (spin up / spin down): -1.210 / -1.225 eV

Atom charges from the Löwdin analysis, given in e for atoms 1 to 2: 0.116, -0.361


Below is a structure of composition C4H4I2N2 in a non-equilibrium geometry, with properties calculated with wB97M-V/def2-TZVPD.

```
12
Properties=species:S:1:pos:R:3:forces:R:3
C -1.13633 -0.85595 -0.18291 -1.1 -1.3 -1.1
C 0.06429 -1.50155 -0.86743 -1.7 0.0 -1.0
C -0.28112 0.86817 1.26451 0.7 3.2 -0.3
C 0.14832 2.11104 0.83835 1.3 -1.8 3.2
N -1.14788 0.14751 0.56155 -2.0 -2.2 -1.1
N 1.18862 -1.41988 -0.36392 2.1 0.5 0.7
I 0.14588 2.63869 -1.10711 -0.1 0.3 -0.9
I 2.81189 -1.87252 -1.59217 -0.5 -0.1 0.4
H -2.13301 -1.36535 -0.53620 1.6 1.3 0.7
H -0.13927 -1.95373 -1.85882 -0.1 0.3 0.4
H -0.33515 0.51237 2.29466 0.8 0.5 0.1
H 0.81378 2.69120 1.54950 -1.1 -0.6 -1.1
```
Forces are in eV/Å.

Results
- Kohn-Sham gap: 0.2730 Ha
- 2S+1: 1
- Total charge: 0
- Molar mass: 333.90 g/mol
- LUMO level: -0.649 eV

Atom charges from the Löwdin analysis, given in e for atoms 1 to 2: -0.133, -0.370


Question: Among the records above, which one has the highest molar mass?
Answer: C4H4I2N2